P:
Molecular formula: H3NO2S2
Method: DFT, ωB97M-V/def2-TZVPD

```
8
Properties=species:S:1:pos:R:3:nbo_charge:R:1
H 3.70543 -0.89495 1.04347 -0.010
S 0.91860 1.62855 0.24599 0.693
H 0.53729 0.03394 -1.21006 0.422
H -1.02063 0.51080 -0.47094 0.393
S 2.98846 -0.04236 0.03836 1.370
N -0.02213 0.75910 -0.73593 -1.035
O 1.80088 0.47415 1.07904 -0.863
O 2.26678 -0.97365 -0.77492 -0.970
```

Summary:
Molar mass = 113.16 u
LUMO energy = 0.58 eV
Multiplicity = 1
E_HOMO = -8.99 eV



Q:
Molecular formula: H3NO2S2
Method: DFT, ωB97M-V/def2-TZVPD

```
8
Properties=species:S:1:pos:R:3:nbo_charge:R:1
S -0.56371 1.08873 -0.34518 1.130
H -0.96513 -0.38313 1.41519 0.387
H -1.61324 1.14819 1.78267 0.389
O -0.08620 -1.01442 -1.59506 -0.866
O 0.88809 1.18046 -0.46261 -0.837
N -0.85098 0.64619 1.32758 -1.055
H 1.80313 -1.85615 -0.61841 0.026
S 1.38804 -0.80987 -1.50418 0.826
```

Summary:
Molar mass = 113.16 u
LUMO energy (spin up / spin down) = -0.77 / -0.78 eV
Multiplicity = 1
E_HOMO (spin up / spin down) = -8.60 / -8.66 eV



Least stable of them? Q.



P:
Molecular formula: C9H8O2
Method: DFT, ωB97M-V/def2-TZVPD

```
19
Properties=species:S:1:pos:R:3:nbo_charge:R:1
H 2.16774 -0.96874 -2.06990 0.228
C -0.18710 0.17524 0.00080 -0.119
H 2.63885 1.74700 1.00802 0.212
H -1.30484 -1.98013 -1.17049 0.151
C 0.58279 1.01674 0.81718 -0.193
C 2.47555 0.24398 -0.51846 -0.170
H 0.27571 1.55690 1.66124 0.218
C 1.99220 1.09389 0.53658 -0.184
H -1.90696 -0.19912 2.31013 0.246
C 0.39753 -0.65952 -1.01090 -0.090
C 1.67362 -0.46134 -1.30301 -0.208
O -0.19092 -2.26961 -2.86475 -0.509
C -1.68021 0.07824 0.31494 0.536
O -2.39093 -0.40979 -0.55157 -0.560
C -0.41886 -1.81936 -1.75291 0.440
H -3.57941 0.61612 1.64788 0.280
H 3.59447 0.15775 -0.64284 0.215
C -2.38191 0.53033 1.54121 -0.710
H -1.75734 1.55141 2.04686 0.218
```

Summary:
Molar mass = 148.16 u
LUMO energy = -0.25 eV
Multiplicity = 1
SMILES string = CC(=O)c1ccccc1C=O
E_HOMO = -9.52 eV



Q:
Molecular formula: C9H8O2
Method: DFT, ωB97M-V/def2-TZVPD

```
19
Properties=species:S:1:pos:R:3:nbo_charge:R:1
O -0.31730 1.56889 -1.93657 -0.483
C -0.27436 -0.27176 -0.06326 -0.173
H 1.02657 3.24979 -2.15931 0.195
H 2.06464 1.36460 1.95299 0.235
C 1.27289 0.85746 1.33631 0.028
C 0.39548 -0.24905 1.24015 -0.113
H -1.08701 -2.99866 2.59001 0.212
C 0.73215 2.27639 -2.58960 -0.259
H 0.40543 2.39241 -3.68165 0.198
C 0.13290 0.92975 -0.80582 0.603
H -2.48628 -2.64300 0.43393 0.218
H -1.57460 -1.28921 -1.35041 0.214
O 1.02634 1.53341 0.06246 -0.455
H 0.58204 -1.38164 3.23012 0.227
C 0.12247 -1.25061 2.19555 -0.215
C -1.51096 -2.20292 0.57482 -0.265
C -0.87582 -2.16908 1.87436 -0.197
C -1.19956 -1.28600 -0.35363 -0.159
H 1.56498 1.56924 -2.55044 0.186
```

Summary:
Molar mass = 148.16 u
LUMO energy (spin up / spin down) = 0.53 / 0.53 eV
Multiplicity = 1
SMILES string = COc1occ2ccccc12
E_HOMO (spin up / spin down) = -7.28 / -7.27 eV



Least stable of them? Q.



P:
Molecular formula: C14H14N2O3S2
Method: DFT, ωB97M-V/def2-TZVPD

```
35
Properties=species:S:1:pos:R:3:nbo_charge:R:1
H -0.97605 -2.71111 0.99949 0.186
O 3.05443 -0.85766 -1.70375 -0.516
C 3.23627 2.79253 0.48011 -0.273
C -4.27945 1.30124 -0.56174 -0.429
N -0.26883 -0.50974 -0.80403 0.102
C 3.36219 1.66975 -0.34586 -0.152
H -1.68154 -1.52078 2.97911 0.208
H 1.78185 3.45653 1.98156 0.238
N 0.86532 -1.66386 0.76167 -0.143
C -0.68429 -1.30531 2.61006 -0.610
C 0.87637 -2.48517 -1.63831 -0.654
H 4.16262 1.50429 -1.04389 0.240
C -2.39371 -0.10620 0.12028 -0.282
C -4.55758 0.57574 0.55992 -0.265
O -0.44189 0.25720 -1.78872 -0.527
C 2.33421 0.76496 -0.18766 -0.351
H 0.03744 -1.87656 3.18840 0.233
O 1.58110 -2.79037 1.13372 -0.542
S 1.20397 1.31727 1.00200 0.487
C -3.48363 -0.23036 0.95513 -0.221
H -0.47334 -0.24824 2.73573 0.223
H 1.24155 -3.58124 0.67238 0.445
H -5.49563 0.61478 1.08494 0.223
C 2.21385 -0.47328 -0.92293 0.562
H 0.73240 -2.07695 -2.63596 0.257
H -3.50692 -0.88268 1.80806 0.219
C 2.11894 2.73525 1.26277 -0.383
H -4.93039 1.98909 -1.06444 0.235
C -1.13296 -0.73917 0.15225 0.174
S -2.70628 1.01627 -1.17766 0.563
H 3.93620 3.60814 0.49885 0.228
H 0.04064 -3.14384 -1.40267 0.206
C -0.54787 -1.69858 1.14360 -0.077
C 0.94430 -1.31518 -0.65324 0.154
H 1.81336 -3.03713 -1.62780 0.244
```

Summary:
Molar mass = 322.41 u
LUMO energy = 0.01 eV
Multiplicity = 1
E_HOMO = -8.10 eV



Q:
Molecular formula: C14H14N2O3S2
Method: DFT, ωB97M-V/def2-TZVPD

```
35
Properties=species:S:1:pos:R:3:nbo_charge:R:1
C -1.24290 -0.77126 -0.00490 0.209
H -1.65228 1.32772 0.31031 0.236
C 4.20395 0.97760 0.13712 -0.254
H 2.12117 1.30100 -0.03131 0.201
N -4.89033 1.91496 -1.14320 -1.075
H 0.41454 0.34385 -0.42065 0.395
O 0.84275 -2.17589 1.38983 -0.594
C -3.19982 -2.15809 -0.09410 -0.200
H -5.08328 -1.15520 0.22348 0.235
C -0.98533 -3.23126 -0.52521 -0.651
H 7.71303 1.00997 0.25758 0.239
C -1.81610 -2.03750 -0.19164 0.003
H -5.87799 1.77413 -1.28176 0.401
C 4.64121 2.24294 -0.17253 -0.207
C -3.42852 0.17998 0.25636 -0.343
H -3.64394 -3.13459 -0.21740 0.218
H -0.25811 -2.98381 -1.29738 0.220
H 6.56462 3.28083 -0.36692 0.229
O -5.63004 1.29235 1.19530 -0.933
H -4.60990 2.83564 -1.43970 0.402
C 2.46998 -0.71261 0.53766 -0.271
C 2.84633 0.52895 0.20038 -0.163
S 5.55294 -0.07524 0.45742 0.448
C -4.01321 -1.06394 0.13733 -0.176
C 1.09421 -1.22342 0.67964 0.641
H 3.22275 -1.43440 0.82615 0.224
C 6.66153 1.19955 0.16995 -0.388
O -3.63311 2.72784 0.88625 -0.942
C -2.06384 0.33736 0.18898 -0.214
N 0.14501 -0.55861 -0.05655 -0.631
H -0.42535 -3.55205 0.35341 0.266
H 3.97372 3.05411 -0.40385 0.222
H -1.60985 -4.05127 -0.86824 0.213
S -4.44445 1.62354 0.46082 2.303
C 6.04063 2.36683 -0.15262 -0.263
```

Summary:
Molar mass = 322.41 u
LUMO energy = -0.29 eV
Multiplicity = 1
SMILES string = Cc1ccc(S(N)(=O)=O)cc1NC(=O)/C=C/c1cccs1
E_HOMO = -8.66 eV



Least stable of them? P.